Computed, not measured: a 10-piece molecular cluster, C53H100F24N8O18S8 overall at a distorted geometry, with ωB97M-V/def2-TZVPD.

Last column: Löwdin charge in e.
Cartesian coordinates (Å):
C -15.413 3.062 -13.605  -0.0805
C -14.685 4.365 -13.316  -0.2602
C -13.361 4.533 -13.956  -0.1404
N -12.700 5.919 -13.734  -0.2161
C -11.462 5.975 -14.661  -0.1021
C -10.520 7.176 -14.485  -0.1639
C -10.057 7.318 -13.038  -0.1755
C -11.319 7.368 -12.177  -0.1615
C -12.290 6.160 -12.240  -0.0431
C -13.707 6.998 -14.152  0.0392
H -14.681 2.281 -13.813  0.0748
H -16.025 3.162 -14.501  0.0808
H -16.109 2.845 -12.795  0.0863
H -14.637 4.458 -12.231  0.1179
H -15.376 5.148 -13.628  0.1161
H -13.444 4.294 -15.016  0.1401
H -12.672 3.835 -13.481  0.1271
H -10.852 5.126 -14.350  0.1265
H -11.789 5.805 -15.687  0.1332
H -9.621 6.798 -14.971  0.1222
H -10.959 8.073 -14.921  0.1111
H -9.570 6.403 -12.699  0.1101
H -9.330 8.130 -13.040  0.1258
H -10.947 7.463 -11.157  0.1004
H -11.830 8.304 -12.407  0.0881
H -11.829 5.246 -11.865  0.1146
H -13.197 6.279 -11.646  0.1275
H -14.546 7.103 -13.464  0.0714
H -13.974 6.779 -15.186  0.1159
H -13.133 7.924 -14.195  0.0954
C -18.172 16.336 -4.250  -0.0640
C -16.724 16.404 -3.750  -0.2387
C -16.268 17.821 -3.833  -0.1346
N -14.747 17.946 -3.526  -0.1959
C -13.704 17.337 -4.546  -0.0607
C -13.773 18.014 -5.910  -0.1782
C -13.440 19.449 -5.809  -0.1965
C -14.440 20.146 -4.846  -0.1338
C -14.387 19.465 -3.462  -0.0971
C -14.454 17.343 -2.129  0.0378
H -18.359 16.734 -5.247  0.0810
H -18.846 16.872 -3.581  0.0829
H -18.338 15.260 -4.294  0.0758
H -16.053 15.754 -4.312  0.1117
H -16.583 16.218 -2.685  0.1073
H -16.719 18.558 -3.169  0.1400
H -16.478 18.102 -4.865  0.1166
H -13.987 16.286 -4.485  0.1113
H -12.705 17.413 -4.115  0.1017
H -14.782 17.938 -6.315  0.1150
H -13.070 17.562 -6.609  0.1184
H -13.415 19.930 -6.787  0.1222
H -12.433 19.469 -5.394  0.1117
H -15.415 20.161 -5.332  0.1107
H -14.138 21.187 -4.730  0.1175
H -15.005 19.964 -2.716  0.1245
H -13.413 19.533 -2.976  0.1186
H -13.377 17.488 -2.040  0.0853
H -14.578 16.263 -2.055  0.0905
H -15.029 17.891 -1.382  0.1151
C -11.513 6.465 -7.798  -0.0621
C -11.158 4.980 -7.967  -0.2021
C -9.711 4.604 -8.380  -0.1240
N -9.400 3.085 -8.305  -0.2320
C -8.013 2.895 -9.054  -0.0662
C -7.485 1.478 -8.833  -0.1697
C -7.304 1.120 -7.349  -0.1765
C -8.661 1.197 -6.597  -0.1289
C -9.323 2.635 -6.800  -0.0556
C -10.467 2.300 -9.065  0.0177
H -11.085 6.939 -6.915  0.0913
H -12.588 6.635 -7.733  0.0820
H -11.170 7.070 -8.637  0.0580
H -11.681 4.666 -8.870  0.0928
H -11.348 4.359 -7.091  0.1056
H -8.989 5.082 -7.718  0.1329
H -9.504 4.892 -9.411  0.1229
H -7.400 3.724 -8.699  0.1378
H -8.323 3.108 -10.077  0.1249
H -6.619 1.409 -9.491  0.1223
H -8.032 0.713 -9.385  0.1109
H -6.627 1.780 -6.806  0.1173
H -6.899 0.119 -7.201  0.1175
H -8.508 0.866 -5.569  0.1252
H -9.286 0.516 -7.174  0.1004
H -8.696 3.358 -6.278  0.1313
H -10.301 2.704 -6.323  0.1208
H -10.070 1.293 -9.189  0.0879
H -10.741 2.787 -10.001  0.1050
H -11.324 2.136 -8.412  0.1118
C -11.454 16.973 -16.533  -0.1030
C -11.037 16.201 -15.300  -0.2289
C -12.060 15.101 -15.094  -0.1328
N -11.710 14.081 -13.988  -0.2131
C -10.409 13.290 -14.212  -0.0744
C -10.213 12.049 -13.291  -0.1539
C -11.373 11.061 -13.373  -0.1888
C -12.676 11.816 -13.107  -0.1224
C -12.975 13.169 -13.912  -0.0500
C -11.477 14.727 -12.560  0.0568
H -10.573 17.608 -16.631  0.0765
H -12.171 17.774 -16.351  0.0804
H -11.712 16.427 -17.440  0.0846
H -11.087 16.838 -14.417  0.1200
H -10.050 15.772 -15.473  0.1153
H -12.211 14.434 -15.944  0.1256
H -13.050 15.460 -14.812  0.1406
H -10.493 13.019 -15.265  0.1346
H -9.585 13.965 -13.980  0.1213
H -9.269 11.612 -13.615  0.1142
H -10.095 12.255 -12.227  0.0890
H -11.417 10.614 -14.366  0.1007
H -11.144 10.224 -12.713  0.0931
H -13.494 11.101 -13.192  0.1089
H -12.658 12.101 -12.055  0.0757
H -13.324 12.862 -14.898  0.1188
H -13.849 13.739 -13.597  0.1090
H -10.593 15.364 -12.591  0.0834
H -11.283 13.944 -11.827  0.0740
H -12.401 15.263 -12.341  0.1066
C -10.600 16.582 -8.737  -0.0780
C -10.975 15.313 -8.019  -0.2135
C -10.853 13.992 -8.860  -0.1067
N -11.090 12.630 -8.186  -0.1453
C -11.232 11.547 -9.330  -0.0515
C -11.582 10.137 -8.794  -0.2089
C -12.877 10.118 -8.139  -0.1969
C -12.756 11.090 -6.954  -0.1280
C -12.375 12.556 -7.282  -0.0463
C -9.839 12.280 -7.327  0.0279
H -10.387 17.427 -8.081  0.0837
H -11.311 16.786 -9.537  0.0734
H -9.681 16.395 -9.291  0.0480
H -12.034 15.413 -7.779  0.0820
H -10.491 15.090 -7.068  0.1053
H -9.860 13.928 -9.304  0.0729
H -11.619 14.070 -9.632  0.1014
H -12.040 11.827 -10.006  0.0959
H -10.336 11.565 -9.951  0.0860
H -11.446 9.402 -9.587  0.0908
H -10.882 9.677 -8.097  0.0994
H -13.696 10.511 -8.742  0.1077
H -13.190 9.113 -7.856  0.1106
H -13.652 11.109 -6.333  0.1024
H -11.997 10.717 -6.267  0.1113
H -13.177 13.005 -7.868  0.1077
H -12.264 13.151 -6.375  0.1165
H -9.873 11.266 -6.928  0.0871
H -9.829 12.993 -6.504  0.1045
H -8.881 12.325 -7.847  0.0605
C -15.790 8.196 -9.642  -0.7484
F -16.846 7.501 -9.783  0.1840
F -15.895 8.979 -8.545  0.1274
F -14.815 7.363 -9.462  0.1275
S -15.485 9.299 -11.181  0.5359
O -16.344 10.492 -10.894  -0.3185
O -14.056 9.585 -11.052  -0.3609
O -15.855 8.471 -12.351  -0.3774
C -15.061 15.545 -9.430  -0.6821
F -14.095 16.214 -10.151  0.0632
F -14.725 15.338 -8.144  0.1088
F -16.166 16.177 -9.418  0.1932
S -15.230 13.923 -10.348  0.5014
O -15.439 14.242 -11.761  -0.3464
O -14.004 13.116 -10.164  -0.3590
O -16.388 13.213 -9.778  -0.3197
C -9.626 19.275 -2.837  -0.6669
F -9.130 18.816 -3.949  0.1548
F -8.943 20.239 -2.274  0.1778
F -10.868 19.726 -3.161  0.0782
S -9.760 17.689 -1.673  0.7167
O -8.355 17.172 -1.600  -0.3105
O -10.289 18.113 -0.387  -0.3045
N -10.866 16.803 -2.649  -0.3199
S -10.404 15.432 -2.385  0.5221
O -9.228 14.883 -3.113  -0.3376
O -10.347 15.039 -0.939  -0.3305
C -11.861 14.315 -3.045  -0.6079
F -12.173 14.646 -4.249  0.1428
F -11.550 12.943 -2.846  0.0822
F -12.935 14.515 -2.282  0.1030
C -15.851 12.555 -3.697  -0.6286
F -15.398 13.288 -2.704  0.1270
F -17.188 12.567 -3.674  0.1367
F -15.202 12.914 -4.830  0.1086
S -15.263 10.711 -3.386  0.6935
O -16.218 9.885 -4.109  -0.3214
O -13.900 10.691 -3.955  -0.3394
N -15.402 10.419 -1.680  -0.2899
S -14.506 9.181 -1.572  0.5119
O -14.734 8.051 -2.466  -0.3373
O -13.070 9.466 -1.436  -0.3334
C -15.135 8.518 0.121  -0.7102
F -16.403 8.320 0.053  0.1746
F -14.474 7.398 0.365  0.1337
F -14.826 9.419 1.073  0.1112
C -6.963 15.020 -9.133  -0.6522
F -7.184 16.256 -9.438  0.1789
F -5.747 14.806 -8.738  0.1987
F -7.793 14.618 -8.107  0.0948
S -7.445 14.008 -10.727  0.7037
O -8.408 14.861 -11.393  -0.3195
O -6.222 13.903 -11.552  -0.3107
N -8.093 12.521 -10.155  -0.3159
S -7.047 11.525 -10.527  0.5320
O -7.090 11.140 -11.941  -0.3299
O -5.724 11.757 -9.932  -0.3163
C -7.685 9.905 -9.504  -0.6064
F -8.736 9.411 -10.123  0.1147
F -6.697 8.972 -9.433  0.1070
F -8.062 10.261 -8.277  0.1170

For the lowest unoccupied orbital energy, the calculation gives -0.065 Ha.